260
Properties=species:S:1:pos:R:3:forces:R:3 method="wB97M-V/def2-TZVPD" multiplicity=2 e_homo_ev="-9.50 / -9.50" orbital_gap_ha="0.2470 / 0.0959" s_squared=0.7542 total_charge=+1
C -0.3396 -5.7451 -3.5642 -0.230 0.340 0.117
O 0.5741 -4.9581 -4.3230 0.203 -0.517 1.304
C 0.1465 -4.6560 -5.6098 1.353 1.264 -0.744
C 1.2974 -3.7257 -6.2958 -0.222 -0.918 1.673
N 1.7249 -2.5763 -5.4368 -1.296 -0.125 -0.903
C 2.9380 -1.9958 -5.9336 0.900 2.459 0.015
C 3.3700 -0.8106 -4.9862 -0.270 -2.399 -0.477
O 4.1671 -1.4849 -4.0171 0.442 0.518 1.408
C 4.6966 -0.6001 -2.9861 -1.484 0.458 -1.207
H -0.5801 -6.7152 -3.9991 0.693 -0.325 -0.113
H -1.3372 -5.3202 -3.4529 -0.168 0.831 -0.262
H 0.0373 -5.8088 -2.5434 0.283 -0.333 -0.253
H -0.8148 -4.1550 -5.4953 -0.115 0.399 -0.553
H -0.0166 -5.5821 -6.1610 0.134 0.016 -0.469
H 1.0471 -3.4217 -7.3121 -0.589 0.509 0.256
H 2.2318 -4.2604 -6.4666 -0.169 -1.052 0.134
H 1.9419 -2.8122 -4.4790 -0.412 -0.821 0.159
H 2.8274 -1.5408 -6.9179 -0.412 -0.294 -0.256
H 3.7965 -2.6655 -5.9829 0.014 -0.374 -0.035
H 2.4238 -0.4601 -4.5741 0.140 0.594 0.291
H 3.9132 -0.0384 -5.5309 0.131 0.143 0.109
H 3.8671 -0.0249 -2.5750 -0.312 0.251 0.036
H 5.3052 0.1228 -3.5292 0.675 -0.014 0.514
H 5.1105 -1.0630 -2.0902 0.417 -0.563 -0.712
C 0.7773 1.3092 4.5916 -0.297 0.709 0.523
O -0.2355 0.3114 4.5261 0.340 0.228 -0.257
C -0.2174 -0.5238 5.6460 0.228 -1.271 1.735
C -1.0406 -1.8534 5.5861 0.466 1.157 -0.014
N -0.4854 -2.7785 4.5925 1.135 1.709 0.060
C -1.4013 -3.6358 3.9388 -1.718 -1.419 0.562
C -1.8781 -4.7700 4.8717 0.234 -0.204 -0.576
O -1.3042 -6.0285 4.4974 -1.461 -0.253 -0.975
C -2.0156 -6.6314 3.3607 1.024 0.647 0.655
H 0.7751 1.8877 5.5154 -0.495 -0.237 0.607
H 0.5510 2.0933 3.8691 0.317 -0.582 -0.526
H 1.7914 0.9100 4.5716 0.005 -0.235 -0.694
H -0.4555 0.0469 6.5436 -0.986 0.239 0.067
H 0.7857 -0.8027 5.9685 0.688 -0.310 -0.825
H -2.0936 -1.6086 5.4474 -0.364 -0.081 -0.427
H -0.9727 -2.2734 6.5896 0.068 -0.072 0.103
H -0.1308 -2.1625 3.8750 0.393 -0.086 -0.251
H -0.9952 -4.1616 3.0746 0.412 0.460 -0.033
H -2.2890 -3.0925 3.6149 -0.133 0.189 -0.254
H -2.9657 -4.7821 4.8014 -0.193 -0.429 0.184
H -1.5760 -4.6019 5.9055 -0.005 0.049 -0.017
H -3.0916 -6.7188 3.5113 0.004 -0.323 0.564
H -1.5005 -7.5708 3.1602 -0.304 -0.024 0.163
H -1.9507 -6.0238 2.4581 0.395 0.307 -0.072
C 5.7207 -4.7715 3.4636 0.217 -0.121 -0.895
O 4.8638 -4.3718 2.4054 -0.590 -0.209 -0.614
C 4.7528 -5.3979 1.4071 0.246 -0.072 -0.154
C 3.8458 -4.9237 0.2511 2.105 -1.342 0.968
N 3.6101 -6.0075 -0.7370 -0.849 1.760 1.603
C 2.9221 -5.4216 -1.8459 0.382 -0.680 -1.650
C 3.7751 -4.6015 -2.8896 -0.392 -1.154 1.616
O 4.8875 -5.4131 -3.2348 0.596 0.508 -1.413
C 5.8223 -4.6645 -4.1431 -1.743 -0.794 1.858
H 5.2645 -5.6047 3.9980 0.015 0.132 0.435
H 5.9579 -3.8948 4.0663 -0.306 -0.199 0.173
H 6.6464 -5.1196 3.0055 0.314 -0.100 0.202
H 4.5382 -6.3853 1.8159 -0.820 0.038 0.435
H 5.7376 -5.5742 0.9746 0.432 0.225 -0.154
H 4.5024 -4.1257 -0.0958 -0.385 0.567 -0.840
H 2.9392 -4.4646 0.6451 -0.221 -0.447 -0.260
H 4.3517 -6.6501 -0.9761 0.311 0.548 0.090
H 2.0949 -4.8277 -1.4571 -0.011 0.266 -0.095
H 2.4731 -6.2497 -2.3942 -0.137 0.025 -0.315
H 4.0996 -3.6710 -2.4238 0.139 0.307 -0.165
H 3.0920 -4.4109 -3.7174 0.217 0.152 -0.366
H 6.4600 -5.3427 -4.7101 -0.242 -0.140 0.252
H 6.3906 -4.0752 -3.4235 0.284 0.458 -0.609
H 5.1635 -4.0843 -4.7893 0.524 0.291 -0.154
C -7.7190 -2.7384 4.1790 -2.607 0.062 0.467
O -6.8148 -3.1041 3.2282 1.873 0.045 -0.905
C -5.5614 -2.4814 3.4571 1.402 0.672 -0.481
C -4.6003 -2.6790 2.2560 -1.650 -0.196 0.490
N -4.4574 -4.1319 2.0492 0.922 1.341 -1.179
C -3.7349 -4.5009 0.7972 -0.528 -0.701 0.645
C -4.3773 -4.2216 -0.5627 0.301 1.836 0.833
O -4.0360 -2.8581 -0.9730 -0.711 -1.405 1.093
C -4.6091 -2.5580 -2.2147 1.099 0.062 -0.493
H -7.7552 -3.3579 5.0751 0.638 -0.007 0.287
H -8.7044 -2.8918 3.7391 -0.203 -0.094 -0.106
H -7.7264 -1.6787 4.4341 0.514 0.174 0.159
H -5.0949 -2.8087 4.3863 -0.028 -0.505 0.204
H -5.6632 -1.4019 3.5693 -0.418 0.106 0.020
H -3.6852 -2.0910 2.3251 0.405 -0.539 0.633
H -5.1032 -2.1359 1.4558 -0.287 -0.350 -0.703
H -5.4179 -4.4353 1.9759 -0.128 -0.517 0.008
H -3.6206 -5.5815 0.8829 0.012 -0.193 -0.184
H -2.7136 -4.1206 0.8148 -0.019 0.340 0.060
H -5.4638 -4.2116 -0.4752 -0.211 -0.514 -0.047
H -4.0404 -4.9716 -1.2783 0.031 0.115 -0.330
H -4.5707 -1.4742 -2.3245 -0.158 -0.027 -0.212
H -5.6152 -2.9318 -2.4045 -0.204 0.007 0.395
H -3.9292 -3.0321 -2.9226 -0.230 0.159 -0.806
C 8.3038 5.2466 3.3213 0.806 -1.923 0.580
O 7.4661 4.7673 2.3125 -0.788 0.359 -1.189
C 6.8264 3.5129 2.4951 0.126 0.874 1.491
C 5.5220 3.5421 1.7980 -0.622 -0.219 -0.761
N 4.6516 2.4643 2.3220 1.319 0.174 -0.342
C 3.5027 2.2552 1.5016 -0.858 0.802 -0.156
C 2.5722 3.4527 1.7196 -2.011 -1.037 -0.015
O 2.2824 3.6837 3.1061 2.208 -0.974 -0.871
C 1.4588 4.7781 3.3316 0.936 -0.551 0.572
H 9.1798 4.5980 3.3215 0.592 0.113 0.097
H 7.8575 5.0299 4.2919 -0.227 0.689 0.312
H 8.6641 6.2665 3.1868 -0.665 -0.024 -0.207
H 6.5146 3.3724 3.5301 0.705 -0.061 0.589
H 7.4041 2.6491 2.1661 0.367 0.074 0.055
H 5.7876 3.4403 0.7457 -0.800 -0.213 -0.351
H 5.0173 4.4959 1.9517 0.353 0.363 -0.123
H 4.1587 2.9093 3.0831 0.801 -0.227 1.161
H 3.0248 1.3251 1.8093 -0.267 0.030 -0.176
H 3.7091 2.2432 0.4314 0.211 -0.340 -0.044
H 1.5956 3.1288 1.3597 -0.305 0.274 -0.934
H 2.9031 4.3523 1.2008 0.103 0.159 0.139
H 1.9398 5.6876 2.9718 -0.339 0.306 -0.283
H 1.5106 4.7802 4.4203 -1.111 0.607 0.053
H 0.5101 4.5334 2.8537 -0.529 0.669 0.305
C 1.4545 2.3504 -6.6032 -0.819 -0.082 -0.425
C 0.7645 2.9530 -5.3118 2.122 1.485 -1.304
C 1.2856 4.4602 -5.2927 -1.633 -0.406 1.078
C 0.3581 5.3107 -4.4310 -0.589 -0.324 -0.268
C -1.1207 5.2423 -4.7430 0.377 0.381 -0.255
C -1.6856 3.8461 -4.8619 0.346 -0.570 1.335
N -0.6562 3.0235 -5.6015 -1.842 1.270 -0.968
O -1.2135 1.7625 -5.9375 0.447 0.762 0.763
C -2.0097 3.2561 -3.4536 0.402 0.180 -0.320
C -3.0378 3.9688 -5.5768 1.032 -0.842 -0.705
C 1.2214 2.2307 -4.0467 -0.361 -0.656 0.336
H 1.0294 2.8241 -7.4880 -0.320 0.386 0.145
H 1.2417 1.3041 -6.8224 0.045 -0.232 0.655
H 2.5210 2.5231 -6.7479 0.155 0.026 0.840
H 2.2166 4.5677 -4.7361 0.570 -0.469 -0.842
H 1.2622 4.8714 -6.3019 0.490 -0.147 -0.009
H 0.6231 6.3665 -4.4876 0.381 -0.007 0.354
H 0.3558 4.9401 -3.4060 0.812 0.234 0.365
H -1.3925 5.7645 -5.6604 0.178 0.258 -0.030
H -1.5172 5.7808 -3.8823 -0.947 0.021 -0.168
H -1.1301 3.3012 -2.8113 0.007 -0.137 0.188
H -2.8251 3.8130 -2.9919 0.003 0.175 0.018
H -2.3693 2.2286 -3.5096 0.123 -0.177 -0.068
H -3.6914 4.7111 -5.1186 0.192 -0.047 0.221
H -2.8048 4.2866 -6.5930 -0.385 -0.143 -0.193
H -3.5037 2.9834 -5.5688 -0.294 0.171 -0.284
H 0.6207 1.3305 -3.9168 0.056 -0.170 0.050
H 1.1553 2.7878 -3.1122 -0.307 0.393 -0.076
H 2.2569 1.8917 -4.0756 0.069 0.103 -0.427
H -1.2061 1.3892 -5.0531 -0.071 -1.209 0.110
C -1.2941 1.2615 0.3657 0.067 0.398 0.836
C -0.6674 -0.0716 -0.0482 0.249 -0.970 -0.700
C 0.2819 0.1924 -1.2645 -1.943 0.429 -0.554
C 1.0897 -0.9655 -1.6456 2.437 -1.240 -0.323
C 1.9742 -1.4433 -0.5251 -1.345 -0.176 1.327
C 1.1240 -1.6965 0.7761 0.288 -1.599 -0.259
N 0.1352 -0.6278 1.0548 1.945 1.236 -1.031
O -0.6031 -0.9352 2.2095 -0.274 -0.058 -0.657
C 0.4039 -3.0563 0.6357 -0.155 -0.745 -0.370
C 2.1127 -1.8317 1.9443 -0.195 0.317 -0.237
C -1.7545 -1.1218 -0.4588 0.011 1.204 0.220
H -1.8175 1.8109 -0.4168 -0.034 -0.398 -0.402
H -0.5496 1.9559 0.7552 0.595 -0.044 -0.237
H -1.9645 1.2054 1.2233 -0.292 -0.598 -0.139
H -0.4049 0.3061 -2.1033 -0.320 0.519 -0.115
H 0.8556 1.1192 -1.2655 0.133 0.032 0.696
H 1.8832 -0.7927 -2.3726 -0.545 0.775 -0.789
H 0.5594 -1.8091 -2.0876 -0.518 0.070 0.258
H 2.7747 -0.7424 -0.2882 0.016 0.253 -0.089
H 2.4386 -2.3506 -0.9115 0.199 -0.321 0.701
H 0.1887 -3.2981 -0.4051 0.004 0.022 -0.156
H 0.9861 -3.9014 1.0032 0.332 0.135 0.080
H -0.5478 -3.1462 1.1595 0.024 0.458 0.147
H 2.9765 -2.4506 1.7015 -0.127 -0.188 -0.306
H 2.5243 -0.8423 2.1438 -0.140 0.104 0.518
H 1.6342 -2.3126 2.7976 0.120 0.370 0.253
H -2.4179 -0.7563 -1.2426 -0.001 0.288 -0.081
H -2.3755 -1.2474 0.4281 -0.030 -0.516 -0.049
H -1.3524 -2.0661 -0.8259 -0.042 0.225 0.311
H -0.2062 -0.2970 2.8067 -0.406 0.014 0.821
C -3.0231 9.7388 0.3463 0.947 0.339 -0.816
C -3.4498 8.4110 0.9522 1.843 1.670 0.664
C -4.8434 8.0445 0.6121 -2.003 0.275 0.452
C -5.3670 6.7415 1.1820 2.229 -0.776 -0.325
C -4.3294 5.6869 0.6492 -1.884 -0.097 0.777
C -2.8310 5.9641 0.8351 0.672 -0.652 -2.352
N -2.5071 7.3990 0.4179 0.440 -0.718 2.975
O -1.1423 7.7466 0.4771 -2.296 -0.391 0.282
C -2.3030 5.6034 2.2532 -0.302 0.601 -0.308
C -2.1060 5.1162 -0.2537 0.747 0.193 -0.042
C -3.1758 8.6021 2.4984 -0.322 0.135 0.035
H -2.8578 9.6328 -0.7259 -0.809 0.196 -0.328
H -2.0065 10.0079 0.6331 -0.137 0.018 0.652
H -3.6747 10.5731 0.6061 -0.138 -0.300 -0.207
H -5.5074 8.8165 1.0010 0.273 0.524 -0.133
H -4.9776 8.0537 -0.4696 0.032 -0.066 -0.120
H -6.3983 6.5978 0.8597 0.252 -0.426 -0.137
H -5.3362 6.6375 2.2665 -0.194 0.667 0.124
H -4.6397 5.4831 -0.3757 0.647 -0.095 -0.209
H -4.5166 4.7751 1.2165 0.163 -0.304 -0.332
H -3.1504 5.6499 2.9373 0.239 0.003 0.193
H -1.9115 4.5862 2.2401 -0.137 0.108 -0.138
H -1.5051 6.2657 2.5889 -0.082 -0.038 -0.032
H -2.2101 5.5451 -1.2504 -0.550 -0.007 -0.082
H -1.0234 5.0889 -0.1303 0.119 -0.008 0.494
H -2.4282 4.0757 -0.2937 -0.304 0.140 0.221
H -3.5539 9.5723 2.8209 -0.176 0.262 -0.613
H -2.1028 8.6832 2.6720 -0.085 -0.508 0.173
H -3.7267 7.9365 3.1630 0.540 -0.530 -0.256
H -0.8314 7.7217 -0.4308 0.343 -0.159 -0.647
C -5.1313 1.7657 -0.1880 0.254 0.021 1.499
C -5.6466 0.3535 0.0597 -0.606 -0.595 -0.913
O -6.7251 0.1007 -0.8418 -0.513 0.548 -0.669
O -5.7180 2.7506 0.6907 -0.219 -0.210 -0.575
H -5.2368 2.0398 -1.2377 -0.088 -0.090 -0.072
H -4.0845 1.8249 0.1103 0.160 -0.243 -0.311
H -6.0361 0.1406 1.0552 0.618 0.469 0.396
H -4.8873 -0.3789 -0.2143 0.480 0.027 0.372
H -7.4122 -0.4589 -0.4727 0.221 -0.045 0.248
H -6.6570 2.7635 0.4912 -0.266 0.070 0.077
C 6.9919 -0.8298 0.0632 0.667 -1.314 2.136
C 7.6143 -1.7403 1.1912 0.317 0.263 -1.378
O 7.1986 -3.0970 1.0369 0.525 0.915 0.272
O 5.5922 -0.8446 0.2665 -0.636 0.138 -0.799
H 7.1870 -1.2829 -0.9088 -0.018 0.164 0.028
H 7.4447 0.1571 0.1588 -0.145 0.265 -0.258
H 7.4198 -1.3072 2.1723 -0.731 -0.072 0.255
H 8.7032 -1.6959 1.1701 0.124 -0.319 -0.480
H 6.2443 -3.0917 1.1413 -0.414 -0.213 0.148
H 5.3509 -0.5169 1.1360 0.251 0.190 0.204
C 2.2552 -4.6325 5.0436 -1.183 -0.545 -0.835
C 1.8811 -5.6078 3.8673 0.509 -0.640 2.216
O 1.5929 -6.8722 4.4451 0.440 -0.622 -0.359
O 1.1263 -4.5443 5.9717 2.010 -0.227 -0.571
H 2.5777 -3.7247 4.5337 -0.508 0.812 0.373
H 3.1317 -4.9227 5.6231 -0.166 -0.627 -0.138
H 2.7513 -5.7555 3.2277 -0.134 0.155 -0.192
H 0.9853 -5.3378 3.3081 0.173 0.809 -0.152
H 0.8912 -6.7476 5.0883 -0.276 0.239 0.071
H 0.5672 -3.8693 5.5801 -0.548 0.515 -0.409
C -1.4226 -1.5020 -4.2609 -1.265 -0.987 -0.670
C -2.3321 -1.8546 -5.4563 -0.277 0.678 0.599
O -2.9427 -0.6433 -5.8687 -0.479 -0.310 -0.252
O -0.3746 -0.6840 -4.7523 -0.898 -0.109 1.045
H -1.0763 -2.4201 -3.7861 0.483 -0.152 0.092
H -2.0490 -1.0168 -3.5124 0.183 0.474 -0.054
H -3.1451 -2.5453 -5.2327 -0.067 0.035 0.471
H -1.7981 -2.3519 -6.2659 0.487 0.261 -0.180
H -2.2859 0.0566 -5.8495 0.186 -0.039 -0.378
H 0.1745 -1.3841 -5.1128 1.607 -0.019 -0.695
C -3.2747 2.4352 3.4483 0.788 -0.355 -0.849
C -3.5126 0.9180 3.3790 0.348 -0.424 -0.544
O -4.4933 0.4298 4.2103 -2.363 0.008 1.511
O -2.9294 2.8416 4.7359 0.185 0.334 0.873
H -3.9994 3.1181 3.0049 -0.979 -0.547 0.107
H -2.4089 2.6837 2.8345 0.412 -0.473 -0.040
H -2.6400 0.3084 3.6136 0.782 0.716 -0.384
H -3.8988 0.5504 2.4283 0.471 0.615 -0.636
H -4.2689 0.3474 5.1400 0.499 0.180 -0.059
H -3.7174 2.8568 5.2841 -0.121 -0.036 0.068